Record 1
Formula: C5H10N3
Source: the OMol25 dataset
Level of theory: ωB97M-V with the def2-TZVPD basis set

Calculated values
- LUMO level (spin up / spin down): -6.23 / -4.63 eV
- Total charge: +1
- HOMO (spin up / spin down): -13.6 / -14.1 eV
- Energy above the lowest of the compared OMol25 structures with the same formula, charge and spin: 6.106 eV

The geometry in XYZ format:
```
18
Properties=species:S:1:pos:R:3:lowdin_charge:R:1
C -1.034 1.546 0.248 0.004
C -0.729 -0.046 -1.693 -0.118
C 0.691 -0.493 -1.372 -0.209
C 1.185 -0.900 1.003 -0.236
C 0.092 -0.239 1.873 -0.087
N -1.287 1.138 -0.934 0.075
N 0.502 -1.216 -0.179 0.054
N -0.384 1.073 1.241 0.067
H -0.921 0.155 -2.844 0.172
H -1.459 -0.812 -1.459 0.122
H 0.773 -1.095 -2.260 0.129
H 1.436 0.320 -1.369 0.140
H 2.146 -0.238 1.053 0.164
H 1.362 -1.781 1.467 0.088
H -0.753 -0.971 1.681 0.143
H 0.324 -0.029 2.976 0.158
H -1.665 1.879 -1.509 0.158
H -0.278 1.707 2.075 0.175
```


Record 2
Formula: C5H10N3
Source: the OMol25 dataset
Level of theory: ωB97M-V with the def2-TZVPD basis set

Calculated values
- LUMO level (spin up / spin down): -4.63 / -4.61 eV
- Total charge: +1
- HOMO (spin up / spin down): -12.3 / -12.3 eV
- Energy above the lowest of the compared OMol25 structures with the same formula, charge and spin: 6.662 eV

The geometry in XYZ format:
```
18
Properties=species:S:1:pos:R:3:lowdin_charge:R:1
C 0.122 -1.402 0.744 -0.178
C 2.477 -0.175 -2.466 0.001
C -0.283 0.983 0.513 -0.142
C -1.954 -0.396 1.444 -0.217
C 0.642 -0.142 0.521 0.037
N -1.051 -1.433 1.352 0.055
N 2.222 -0.024 -1.233 0.060
N -1.823 0.567 0.265 0.087
H 0.596 -2.360 0.605 0.117
H 3.461 0.231 -2.736 0.104
H 1.680 -0.318 -3.083 0.048
H -0.137 1.559 1.421 0.130
H -0.019 1.762 -0.240 0.142
H -2.908 -0.825 1.448 0.114
H -1.743 0.246 2.419 0.187
H 3.054 0.210 -0.717 0.070
H -2.390 1.421 0.425 0.177
H -1.945 0.098 -0.681 0.207
```


Record 3
Formula: C5H10N3
Source: the OMol25 dataset
Level of theory: ωB97M-V with the def2-TZVPD basis set

Calculated values
- LUMO level: -6.96 eV
- Total charge: +1
- HOMO: -13.4 eV
- Energy above the lowest of the compared OMol25 structures with the same formula, charge and spin: 4.526 eV

The geometry in XYZ format:
```
18
Properties=species:S:1:pos:R:3:lowdin_charge:R:1
N -1.800 -1.098 0.664 0.031
C -2.051 -0.035 -0.217 -0.318
C -0.966 1.106 -0.041 -0.069
C 0.346 0.353 0.104 -0.146
N 1.496 0.731 0.817 0.143
C 2.556 -0.228 0.293 -0.110
N 2.063 -0.938 -0.979 0.221
C 0.813 -0.636 -0.791 -0.148
H -0.760 -1.184 0.691 0.068
H -2.368 -1.922 0.554 0.105
H -2.193 -0.168 -1.321 0.119
H -3.058 0.476 -0.022 0.141
H -1.193 1.838 0.806 0.155
H -0.944 1.730 -0.971 0.155
H 1.802 1.710 0.605 0.195
H 2.679 -1.075 0.974 0.142
H 3.467 0.411 0.399 0.151
H 0.110 -1.069 -1.566 0.165
```


Record 4
Formula: C5H10N3
Source: the OMol25 dataset
Level of theory: ωB97M-V with the def2-TZVPD basis set

Calculated values
- LUMO level: -3.88 eV
- Total charge: +1
- HOMO: -12.9 eV
- Energy above the lowest of the compared OMol25 structures with the same formula, charge and spin: 2.790 eV

The geometry in XYZ format:
```
18
Properties=species:S:1:pos:R:3:lowdin_charge:R:1
N -2.726 0.432 -0.416 -0.030
C -1.763 0.127 0.661 -0.257
C -0.517 -0.618 0.118 -0.074
N 0.882 -0.182 0.096 -0.077
C 1.872 -0.418 0.959 -0.027
C 3.057 -0.181 0.400 -0.016
C 2.838 0.322 -0.870 0.066
N 1.452 0.397 -0.945 0.114
H -3.358 1.141 -0.084 0.076
H -3.064 -0.466 -0.729 0.069
H -2.417 -0.337 1.476 0.139
H -1.579 1.150 0.991 0.109
H -0.953 -0.953 -0.868 0.147
H -0.408 -1.516 0.780 0.140
H 1.658 -0.869 1.952 0.173
H 3.995 -0.360 0.864 0.125
H 3.466 0.645 -1.602 0.111
H 0.865 0.865 -1.654 0.213
```


Record 5
Formula: C5H10N3O2
Source: the OMol25 dataset
Level of theory: ωB97M-V with the def2-TZVPD basis set

Calculated values
- LUMO level (spin up / spin down): -4.23 / -5.67 eV
- Total charge: +1
- HOMO (spin up / spin down): -10.2 / -14.4 eV
- Spin multiplicity: 3
- Energy above the lowest of the compared OMol25 structures with the same formula, charge and spin: 3.106 eV

The geometry in XYZ format:
```
20
Properties=species:S:1:pos:R:3:mulliken_spin:R:1
C 1.608 -2.319 1.385 0.685
C 1.221 -2.200 2.631 0.526
C 2.407 -3.452 0.829 0.010
C -0.400 2.590 -1.311 0.000
C -1.916 1.269 0.182 0.001
N 0.334 -0.425 0.334 0.059
N 0.336 0.645 -0.381 -0.006
N -0.645 1.429 -0.485 0.015
O 0.792 -2.150 3.704 0.503
O 1.506 -1.183 0.479 0.141
H 2.393 -4.286 1.523 0.008
H 3.440 -3.135 0.677 0.053
H 1.993 -3.765 -0.127 0.029
H 0.269 3.280 -0.794 0.001
H 0.077 2.296 -2.243 0.000
H -1.336 3.100 -1.528 0.000
H -2.502 0.460 -0.265 0.000
H -1.779 1.060 1.245 0.000
H -2.487 2.189 0.086 0.000
H -0.460 -0.763 0.889 -0.025
```


Record 6
Formula: C5H10N3O3
Source: the OMol25 dataset
Level of theory: ωB97M-V with the def2-TZVPD basis set

Calculated values
- LUMO level: 3.49 eV
- Total charge: -1
- HOMO: -4.0 eV
- Energy above the lowest of the compared OMol25 structures with the same formula, charge and spin: 2.171 eV

The geometry in XYZ format:
```
21
Properties=species:S:1:pos:R:3:lowdin_charge:R:1
C -0.472 0.484 1.520 -0.170
C 0.128 1.218 0.309 -0.166
C -1.212 -0.857 0.996 -0.128
C 1.138 0.231 -0.355 -0.108
C -0.225 -1.634 0.274 -0.126
N 0.728 -1.171 -0.442 -0.254
N -0.684 -3.282 -0.263 0.092
N -4.004 0.589 -0.995 -0.295
O 1.526 -1.924 -1.122 -0.155
O -3.141 -0.318 -1.308 -0.275
O -3.677 1.319 0.008 -0.249
H 0.303 0.198 2.171 0.077
H -1.185 1.135 2.040 0.104
H -0.699 1.371 -0.423 0.109
H 0.511 2.257 0.532 0.120
H -1.595 -1.407 1.855 0.112
H -1.937 -0.552 0.165 0.084
H 1.376 0.462 -1.335 0.093
H 2.063 0.335 0.219 0.123
H 0.168 -3.441 -0.811 0.006
H -1.402 -2.989 -0.880 0.005
```


Record 7
Formula: C5H10N3O3S2
Source: the OMol25 dataset
Level of theory: ωB97M-V with the def2-TZVPD basis set

Calculated values
- LUMO level (spin up / spin down): -2.83 / -7.88 eV
- Total charge: +1
- HOMO (spin up / spin down): -12.4 / -14.2 eV
- Spin multiplicity: 3

The geometry in XYZ format:
```
23
Properties=species:S:1:pos:R:3:mulliken_spin:R:1
C -0.054 1.013 0.074 -0.093
C -1.597 -0.504 0.977 -0.010
C -1.234 1.693 -0.761 0.144
C 0.940 2.105 0.620 0.141
C 2.244 -1.754 -1.581 0.002
N -0.553 0.278 1.088 0.563
N -2.042 -0.811 -0.423 0.598
N -2.168 -1.112 2.064 0.027
O 0.758 0.121 -0.807 0.047
O 1.773 -1.138 1.063 0.035
O -0.123 -1.979 -0.306 0.025
S -1.850 0.211 -1.508 0.519
S 1.138 -1.370 -0.210 -0.009
H -2.015 2.222 -0.027 0.019
H -0.989 2.399 -1.600 0.002
H 1.281 2.534 -0.380 -0.006
H 1.667 1.631 1.176 -0.009
H 0.205 2.744 1.226 0.004
H 2.619 -2.833 -1.442 0.000
H 1.633 -1.794 -2.539 0.000
H 2.774 -0.803 -1.796 0.001
H -1.737 -0.837 2.958 0.000
H -2.672 -2.015 2.135 -0.001
```


Record 8
Formula: C5H10N4
Source: the OMol25 dataset
Level of theory: ωB97M-V with the def2-TZVPD basis set

Calculated values
- LUMO level: 0.74 eV
- Total charge: 0
- HOMO: -8.4 eV
- Energy above the lowest of the compared OMol25 structures with the same formula, charge and spin: 5.069 eV

The geometry in XYZ format:
```
19
Properties=species:S:1:pos:R:3:lowdin_charge:R:1
H -0.402 0.982 -2.059 0.042
N -1.471 1.363 -1.936 0.067
N -1.917 1.095 -0.866 -0.026
C -1.208 0.667 0.345 -0.506
C -1.925 -0.502 0.970 -0.049
N -0.489 1.542 0.921 0.128
H -0.362 1.367 1.916 0.061
H -2.961 -0.230 1.177 0.082
H -1.446 -0.787 1.906 0.073
H -1.927 -1.351 0.287 0.078
C 0.633 -0.438 -2.071 0.058
C 0.877 -0.745 -0.917 -0.103
C 1.609 -0.963 0.341 -0.293
N 2.379 0.191 0.790 0.007
H 0.578 -0.581 -3.121 0.055
H 0.911 -1.241 1.136 0.097
H 2.292 -1.805 0.197 0.119
H 1.762 0.992 0.898 0.036
H 3.067 0.441 0.087 0.075
```


Record 9
Formula: C5H10N4
Source: the OMol25 dataset
Level of theory: ωB97M-V with the def2-TZVPD basis set

Calculated values
- LUMO level: 0.93 eV
- Total charge: 0
- HOMO: -8.2 eV
- Energy above the lowest of the compared OMol25 structures with the same formula, charge and spin: 3.397 eV

The geometry in XYZ format:
```
19
Properties=species:S:1:pos:R:3:lowdin_charge:R:1
C -0.268 -1.342 -1.719 -0.020
C 0.360 -0.649 -0.552 -0.348
C 1.806 -0.432 -0.378 -0.097
N 0.983 0.742 -0.646 0.083
C 0.216 1.105 0.593 -0.490
N -0.278 2.399 0.786 0.123
N 0.525 0.218 1.702 0.130
C -0.451 -0.224 0.693 -0.397
N -1.775 -0.546 1.044 0.118
H 0.360 -1.228 -2.599 0.081
H -0.380 -2.405 -1.502 0.082
H -1.252 -0.925 -1.933 0.074
H 2.433 -0.689 -1.223 0.108
H 2.260 -0.545 0.595 0.101
H 0.450 3.034 1.096 0.085
H -0.689 2.760 -0.067 0.084
H 0.022 0.532 2.526 0.111
H -2.438 -0.272 0.329 0.084
H -1.881 -1.533 1.254 0.086
```


Record 10
Formula: C5H10N4
Source: the OMol25 dataset
Level of theory: ωB97M-V with the def2-TZVPD basis set

Calculated values
- LUMO level (spin up / spin down): 0.92 / -2.25 eV
- Total charge: 0
- HOMO (spin up / spin down): -4.9 / -8.5 eV
- Spin multiplicity: 3
- Energy above the lowest of the compared OMol25 structures with the same formula, charge and spin: 0.310 eV

The geometry in XYZ format:
```
19
Properties=species:S:1:pos:R:3:mulliken_spin:R:1
C -0.269 1.127 0.640 0.205
C -0.177 -0.086 1.538 -0.030
C 0.554 -0.056 0.137 0.027
C -1.540 1.619 -0.124 0.022
C 2.066 -0.067 -0.003 0.011
N -1.137 -1.049 1.396 0.577
N -1.361 -1.498 0.297 0.476
N -0.372 -0.892 -0.632 0.565
N 0.203 -1.715 -1.701 0.148
H 0.347 1.852 1.051 0.012
H 0.248 -0.055 2.473 -0.010
H -2.368 1.425 0.555 0.005
H -1.531 1.030 -1.046 -0.008
H -1.334 2.693 -0.237 0.001
H 2.401 -1.086 0.185 -0.003
H 2.419 0.634 0.689 -0.002
H 2.249 0.185 -0.996 0.000
H -0.266 -1.304 -2.501 0.015
H -0.133 -2.756 -1.719 -0.011
```


Record 11
Formula: C5H10N4O2S
Source: the OMol25 dataset
Level of theory: ωB97M-V with the def2-TZVPD basis set

Calculated values
- LUMO level: -0.14 eV
- Total charge: 0
- HOMO: -7.9 eV
- Energy above the lowest of the compared OMol25 structures with the same formula, charge and spin: 4.715 eV

The geometry in XYZ format:
```
22
Properties=species:S:1:pos:R:3:lowdin_charge:R:1
C -2.044 -0.149 -1.231 -0.200
C 0.694 -0.567 0.565 -0.462
C -1.870 0.723 -0.039 -0.504
C 1.982 -1.250 0.551 -0.033
C 1.657 1.445 -0.262 0.020
N -0.835 1.293 0.504 0.030
N 0.452 0.710 0.479 -0.089
N -2.992 0.958 0.875 0.076
N -0.245 -1.266 1.233 0.195
O 0.338 -1.166 -1.744 -0.338
O -1.012 -0.263 -3.489 -0.309
S -0.776 -0.380 -2.110 0.650
H 2.393 -1.191 -0.525 0.104
H 2.841 -0.698 1.108 0.123
H 1.891 -2.383 0.739 0.123
H 1.563 2.641 -0.290 0.135
H 2.646 1.228 0.265 0.078
H 1.735 0.879 -1.198 0.059
H -3.845 0.528 0.672 0.044
H -3.154 1.943 1.082 0.086
H -0.275 -2.235 1.431 0.110
H -1.144 -0.801 1.384 0.103
```


Record 12
Formula: C5H10N6
Source: the OMol25 dataset
Level of theory: ωB97M-V with the def2-TZVPD basis set

Calculated values
- LUMO level: 0.91 eV
- Total charge: 0
- HOMO: -8.6 eV
- Energy above the lowest of the compared OMol25 structures with the same formula, charge and spin: 2.628 eV

The geometry in XYZ format:
```
21
Properties=species:S:1:pos:R:3:lowdin_charge:R:1
C -0.595 1.983 -1.705 -0.137
N -0.519 1.523 -0.366 -0.227
C -0.583 2.450 0.770 -0.090
C -0.100 0.221 -0.053 -0.325
N -0.101 -0.699 -1.080 0.132
C 0.337 -1.924 -0.668 -0.405
N 0.630 -2.704 -1.824 0.092
N 0.689 -2.350 0.563 0.152
C 0.529 -1.409 1.446 -0.541
N 0.983 -1.644 2.670 0.104
N 0.187 -0.102 1.242 0.140
H -0.277 3.152 -1.689 0.103
H -1.771 1.905 -2.010 0.111
H -0.061 1.316 -2.610 0.129
H 0.080 2.103 1.640 0.079
H -1.635 2.594 1.242 0.095
H -0.220 3.512 0.268 0.115
H 0.086 -2.432 -2.619 0.066
H 0.978 -3.738 -1.748 0.140
H 0.697 -2.689 3.105 0.192
H 0.668 -1.068 3.425 0.076
```


Number 1: electronic energy -360.3507 Eh. Number 2: electronic energy -360.3303 Eh. Number 3: electronic energy -360.4088 Eh. Number 4: electronic energy -360.4726 Eh. Number 5: electronic energy -510.7414 Eh. Number 6: electronic energy -586.3583 Eh. Number 7: electronic energy -1382.4280 Eh. Number 8: electronic energy -415.3706 Eh. Number 9: electronic energy -415.4320 Eh. Number 10: electronic energy -415.2474 Eh. Number 11: electronic energy -963.9726 Eh. Number 12: electronic energy -525.0371 Eh.